The following is a quantum chemistry calculation of 5 unconnected molecules or ions with the total composition H9O4S, from OMol25.

Values from the calculation:
- Net charge: -1
- Kohn-Sham gap: 7.952 eV
- Relative energy (zero: lowest compared OMol25 entry of this formula, charge and spin): 30.20 kJ/mol
- Spin multiplicity: 1

Geometry as XYZ:
```
14
Properties=species:S:1:pos:R:3:forces:R:3
S 1.511878 1.119994 -0.342209 -0.45 0.10 -0.08
H 0.777812 2.242629 -0.552960 0.17 -0.33 0.05
H -0.174557 -0.104038 -1.603492 0.12 0.13 0.09
H -0.381960 -1.541652 -2.066649 -0.47 0.57 0.20
O -0.879504 -0.711834 -1.923258 0.61 -0.66 -0.18
H 0.130280 0.598341 1.699618 0.42 0.17 -0.52
H -1.329564 0.166656 1.700013 -0.33 0.03 -0.34
O -0.584035 0.314358 2.280134 -0.06 -0.24 0.78
H -1.823365 1.347786 -0.064066 0.02 0.16 0.01
H -2.066461 -0.027125 -0.620496 -0.32 0.29 -0.06
O -2.536588 0.708940 -0.173054 0.30 -0.42 0.07
H 0.605610 -2.377479 1.212313 -0.04 -0.07 0.18
H 1.210989 -1.532077 0.157268 0.22 0.47 -0.21
O 1.267536 -2.423344 0.516824 -0.19 -0.19 0.02
```
Positions in Å, forces in eV/Å.

The following is a quantum chemistry calculation of a single C4H5NO molecule, from OMol25.

Values from the calculation:
- Kohn-Sham gap: 9.644 eV
- Relative energy (zero: lowest compared OMol25 entry of this formula, charge and spin): 386.59 kJ/mol
- Spin multiplicity: 1

Geometry as XYZ:
```
11
Properties=species:S:1:pos:R:3:forces:R:3
C -1.509269 0.148935 0.041639 0.00 0.04 0.09
C -0.377335 -0.315600 -0.873423 0.08 0.03 0.00
C 1.060169 -0.236622 -0.510292 -0.36 0.01 0.01
O 1.164224 0.241959 0.763041 0.17 -0.14 -0.14
C 2.417302 0.250609 1.173335 0.97 0.01 0.37
N 3.507092 0.245450 1.561228 -1.12 0.08 -0.28
H -1.467981 -0.330629 1.024108 0.05 0.06 -0.14
H -2.473331 -0.105752 -0.410780 0.17 0.05 0.06
H -1.492040 1.232313 0.193420 0.06 -0.15 -0.01
H -0.415217 0.172612 -1.860102 -0.02 -0.13 0.08
H -0.474564 -1.386935 -1.125078 0.01 0.14 -0.04
```
Positions in Å, forces in eV/Å.

The following is a quantum chemistry calculation of a molecular structure, C14H9BrF6FeN6O6S4, from OMol25.

Values from the calculation:
- <S²>: 6.01
- Kohn-Sham gap (alpha / beta): 8.602 / 8.449 eV
- Relative energy (zero: lowest compared OMol25 entry of this formula, charge and spin): 223.70 kJ/mol
- Spin multiplicity: 5

Geometry as XYZ:
```
47
Properties=species:S:1:pos:R:3:forces:R:3
Fe -0.317131 0.059875 -0.277321 0.50 0.72 0.01
F -4.248742 -1.638203 -1.466498 0.00 0.03 -0.03
C -3.113559 -2.114038 -0.984158 0.01 0.00 0.07
F -2.766071 -1.397067 0.101800 0.02 0.01 -0.11
F -3.300974 -3.366291 -0.574435 -0.01 0.02 -0.03
S -1.756519 -2.114825 -2.284590 0.20 -0.43 0.20
O -0.572521 -1.811662 -1.449145 -0.29 0.19 0.19
O -1.824940 -3.434188 -2.819398 0.09 0.07 -0.06
N -2.007526 -1.017852 -3.339773 -0.05 0.58 0.04
S -1.470322 0.444551 -2.852614 -0.01 -1.77 -0.13
O -0.026009 0.457676 -2.826164 -0.31 0.35 -0.27
O -2.121730 0.676221 -1.554537 0.24 0.46 -0.27
C -2.116104 1.381711 -4.378531 -0.02 0.43 0.35
F -1.143350 2.107540 -4.889752 -0.02 -0.01 0.09
F -2.512954 0.516343 -5.290191 -0.03 -0.07 0.01
F -3.139361 2.133007 -4.015020 0.03 0.04 -0.01
N 0.962646 -3.783333 -0.295054 0.04 0.15 -0.07
C 0.575813 -3.185205 0.849395 0.03 0.10 0.12
N 0.441890 -1.886760 1.047632 0.04 -0.07 -0.13
C 0.198073 -1.645930 2.388288 -0.08 0.03 -0.03
C 0.064129 -2.726780 3.184223 0.02 -0.01 -0.02
S 0.330346 -4.155981 2.264981 -0.04 0.02 -0.02
C 0.164147 -0.258556 2.826369 0.08 -0.02 -0.11
C 0.314339 0.137872 4.102888 -0.02 0.00 0.04
S 0.290092 1.854709 4.194556 0.00 0.02 -0.01
C 0.080919 1.927761 2.476365 -0.13 -0.28 -0.04
N 0.038119 0.745636 1.865754 -0.21 0.10 0.28
N -0.041594 3.113145 1.889167 -0.12 -0.06 -0.52
H 0.893835 -3.222685 -1.129036 -0.09 0.01 -0.08
H 0.771062 -4.763917 -0.406411 0.00 0.00 -0.01
H -0.164411 -2.762407 4.234793 0.00 0.00 0.00
H 0.475960 -0.469955 4.975343 0.00 -0.01 -0.01
H -0.063555 3.954260 2.434008 0.04 0.04 -0.10
H -0.103507 3.113220 0.871417 0.10 0.05 0.10
Br 1.215187 7.681950 -3.909837 0.00 0.03 -0.02
C 1.470436 6.304910 -2.642740 0.01 -0.02 0.04
C 2.516201 6.395207 -1.733524 0.01 -0.01 0.01
N 2.757496 5.451897 -0.831954 0.00 0.03 -0.04
C 1.950458 4.391824 -0.809518 0.11 -0.08 0.06
C 0.863746 4.230070 -1.657407 0.13 0.02 -0.01
C 0.627759 5.214375 -2.610706 -0.03 0.04 0.06
C -0.054564 3.029523 -1.608853 -0.22 0.26 -0.35
O -0.988108 3.021418 -2.407039 0.05 -0.20 0.09
O 0.213363 2.146862 -0.716845 0.09 -0.72 0.70
H 3.179342 7.252170 -1.741870 -0.01 0.01 -0.01
H 2.206473 3.625121 -0.089051 -0.12 -0.05 0.03
H -0.202782 5.110977 -3.294329 -0.01 -0.03 0.00
```
Positions in Å, forces in eV/Å.

The following is a quantum chemistry calculation of a molecular structure, C29H38BeN4O2P2, from OMol25.

Values from the calculation:
- Kohn-Sham gap: 8.820 eV
- Relative energy (zero: lowest compared OMol25 entry of this formula, charge and spin): 0.00 kJ/mol
- Spin multiplicity: 1

Geometry as XYZ:
```
76
Properties=species:S:1:pos:R:3:forces:R:3
Be -4.626175 4.442287 3.527507 -0.12 0.11 -1.25
C -2.832448 -0.199842 4.028679 0.00 -0.06 0.41
C -1.742173 0.341457 3.483048 -0.12 0.14 0.44
C -1.138275 -0.016166 2.162013 0.17 0.34 -0.47
C -1.509240 0.894973 0.991563 0.11 -0.03 -0.12
C -2.970484 0.966124 0.671175 -0.59 0.20 0.14
C -3.954231 0.146749 1.058328 0.16 0.39 -0.45
C -3.876338 -1.137525 1.824235 -0.45 -0.56 0.52
C -3.914458 -0.999486 3.365625 0.12 -0.60 -0.29
C -4.711835 4.690151 1.915571 0.27 0.40 -1.02
H -2.977494 -0.152454 5.117945 -0.08 0.73 -0.42
H -1.176559 1.104829 4.041015 -0.13 -0.69 0.08
H -1.339644 -1.049579 1.866023 0.16 0.21 0.34
H -0.054886 0.084944 2.296836 -0.15 -0.15 0.05
H -1.154095 1.916772 1.198898 -0.05 -0.22 -0.12
H -0.961370 0.538492 0.101665 -0.05 0.23 0.12
H -3.246990 1.856707 0.097997 -0.06 -0.29 0.10
H -4.980353 0.389698 0.761778 0.38 0.19 0.00
H -3.038392 -1.787139 1.543318 -0.30 0.26 -0.11
H -4.802842 -1.683413 1.580994 0.42 -0.07 -0.05
H -4.897511 -0.586998 3.656906 0.40 0.01 -0.02
H -3.892537 -2.024090 3.774574 -0.13 0.21 -0.01
H -5.648999 5.235364 1.724314 0.14 -0.07 -0.16
H -4.749935 3.757624 1.333446 -0.04 0.19 0.14
H -3.885523 5.296694 1.522787 -0.20 -0.05 -0.11
P 1.482317 -0.168860 -3.106519 -0.12 -0.62 -3.11
P 3.122133 -0.554967 -0.485534 1.40 -2.07 1.15
N 0.192627 -0.958637 -3.998854 -0.80 -0.39 0.36
N 2.184986 0.582091 -4.574556 0.63 0.80 0.37
N 2.466492 -2.033844 0.212061 -1.13 -0.27 -0.22
N 4.603423 -0.594420 0.472067 0.75 0.75 0.08
C 2.637011 -1.623874 -3.034798 0.04 -0.05 0.34
C 3.771851 -1.366591 -2.027119 0.06 0.36 -0.22
C -1.145136 -0.903979 -3.579604 0.33 -0.76 -0.86
C -1.895360 -1.731955 -4.400870 0.80 0.41 0.31
C -1.004360 -2.312262 -5.364140 0.87 0.70 0.79
C 0.269923 -1.830031 -5.090272 -1.07 -0.05 0.40
C 2.243503 1.973831 -4.730425 0.51 -0.59 -0.88
C 2.885005 2.266569 -5.928390 -0.40 -0.55 0.71
C 3.246332 1.020212 -6.536651 -0.59 -0.43 1.11
C 2.812121 0.010026 -5.684559 0.22 0.94 -0.17
C 1.249991 -2.036424 0.899355 0.50 -1.09 -0.02
C 0.938286 -3.340902 1.264912 0.47 0.86 -0.45
C 1.975183 -4.182661 0.748135 0.42 1.03 -0.35
C 2.886932 -3.360241 0.098225 -0.79 -0.20 0.40
C 5.450866 -1.652683 0.827260 0.57 0.89 0.14
C 6.618764 -1.131177 1.370457 -1.15 0.25 -0.59
C 6.498677 0.300108 1.343178 -0.70 -0.25 -0.37
C 5.265100 0.604039 0.793155 0.46 -1.03 0.15
H 3.060730 -1.860006 -4.020667 -0.25 0.08 0.38
H 2.023317 -2.486191 -2.728953 0.16 0.25 0.07
H 4.306257 -2.301978 -1.810163 -0.09 0.44 0.02
H 4.510107 -0.658764 -2.438680 -0.19 -0.16 0.02
H -1.407713 -0.290273 -2.730031 -0.09 -0.07 -0.10
H -2.951850 -1.926078 -4.316048 0.00 0.11 0.00
H -1.256851 -3.008849 -6.147667 0.01 0.05 0.01
H 1.211493 -2.046877 -5.569372 -0.26 0.03 0.05
H 1.828874 2.615362 -3.967313 0.02 -0.01 -0.10
H 3.079566 3.251863 -6.328877 -0.07 -0.10 0.12
H 3.761116 0.873608 -7.476772 -0.09 0.01 0.15
H 2.922884 -1.059364 -5.789843 0.00 0.30 -0.05
H 0.728666 -1.106330 1.039593 0.07 -0.13 0.04
H 0.073476 -3.653022 1.833253 0.07 0.06 -0.10
H 2.046417 -5.258374 0.836632 0.02 0.17 -0.02
H 3.787989 -3.620559 -0.438016 -0.25 -0.04 0.15
H 5.163273 -2.681370 0.683419 0.04 0.22 0.09
H 7.462080 -1.703816 1.730482 -0.16 0.04 0.00
H 7.243068 1.007235 1.680795 -0.16 -0.02 -0.01
H 4.780297 1.546828 0.589773 0.09 -0.02 0.06
C -4.716408 3.383269 6.670943 0.20 0.14 0.33
C -4.714927 3.931613 5.290687 0.02 -0.38 -0.30
O -5.557286 3.484037 4.403002 1.38 0.90 1.69
O -3.852267 4.820955 4.858365 -1.53 -1.46 0.90
H -5.654597 3.685924 7.155758 0.22 -0.14 -0.10
H -3.863051 3.779735 7.234047 -0.28 -0.19 -0.13
H -4.688538 2.281881 6.622902 -0.03 0.49 -0.01
```
Positions in Å, forces in eV/Å.